The following is a quantum chemistry calculation of a molecular structure, C24H36HgNO21 in a non-equilibrium geometry, from OMol25.

ORCA input file:
```
! RIJCOSX wB97M-V def2-TZVPD def2/J DEFGRID3
* xyz 1 1
Hg 13.29424 10.39174 11.89391
N 13.13830 11.14275 9.18696
O 12.17018 10.70392 9.96018
O 14.26971 11.22256 9.71123
O 12.78854 11.46476 8.07788
C 18.54674 10.56265 13.29609
C 17.84112 9.38776 12.61107
C 17.72401 8.08878 13.44152
O 16.30434 8.16733 13.90664
C 15.73775 9.11330 13.23828
O 14.52444 9.28097 13.25823
O 16.49106 9.79322 12.41061
H 18.06668 10.92343 14.13629
H 18.68067 11.41030 12.63700
H 19.57884 10.21964 13.60055
H 18.31871 9.16131 11.63750
H 18.37976 8.19210 14.31644
H 17.84816 7.17574 12.84040
C 9.18339 10.15018 7.73584
C 8.38170 11.41831 7.43135
C 6.94338 11.09187 7.06511
O 6.16736 11.66036 8.20905
C 7.02239 12.42911 8.92216
O 6.62435 13.20218 9.75037
O 8.30711 12.26760 8.55859
H 9.42476 9.67949 6.77807
H 8.62858 9.46053 8.32830
H 10.06141 10.51512 8.34126
H 8.91800 12.04959 6.67812
H 6.72577 10.01548 6.95815
H 6.59544 11.60704 6.19451
C 11.22864 16.09565 13.65221
C 11.65787 14.88099 14.34892
C 10.66073 13.70943 14.11048
O 11.56392 12.67248 13.55354
C 12.79460 13.13767 13.44288
O 13.72086 12.50847 12.97898
O 12.92015 14.42317 13.81657
H 10.43833 16.63989 14.11875
H 11.01032 15.95409 12.59190
H 12.08868 16.80738 13.58201
H 11.94862 15.08586 15.39932
H 9.92975 13.95439 13.34420
H 10.32853 13.21485 15.00876
C 9.00114 6.40892 12.05108
C 10.46028 6.20598 12.26639
C 11.39140 6.72634 11.06180
O 11.70620 8.04167 11.56251
C 11.41612 8.14998 12.86604
O 11.64297 9.13514 13.48698
O 10.84010 7.08992 13.36596
H 8.68105 5.78773 11.21110
H 8.65400 7.43282 11.87566
H 8.46693 6.20722 12.98153
H 10.62378 5.16777 12.48923
H 10.85433 6.84151 10.11941
H 12.30719 6.20306 10.97664
C 17.18052 7.22575 7.08171
C 17.14409 7.24624 8.63504
C 17.48494 8.64878 9.20271
O 16.43708 8.83965 10.19837
C 15.43680 8.00533 9.90003
O 14.33372 8.12248 10.34874
O 15.73847 7.00680 9.10437
H 18.23825 7.48890 6.82119
H 16.51444 8.02216 6.76388
H 17.00635 6.27763 6.67758
H 17.87332 6.48451 8.93979
H 17.51534 9.42317 8.43004
H 18.44436 8.51676 9.69971
C 16.45024 14.55440 6.53286
C 15.57608 13.32305 6.39932
C 14.55456 13.06938 5.34079
O 14.59983 11.65095 5.15519
C 15.74280 11.15089 5.60732
O 16.00358 9.97362 5.41744
O 16.55054 12.13449 6.16823
H 16.90026 14.59546 7.52639
H 15.86378 15.46738 6.40606
H 17.21868 14.43545 5.71876
H 15.08494 13.11474 7.35086
H 14.77269 13.57585 4.40059
H 13.49310 13.28290 5.58370
*
```

Its HOMO-LUMO gap is 0.354 hartree. For the electronic energy, the calculation gives -74124.9044 eV. The value obtained for the HOMO energy is -12.25 eV.